No. 1
Computed, not measured: a structure of composition C29H30Br4CoN2O2PSSi, with the ωB97M-V functional and the def2-TZVPD basis.

The HOMO energy (spin up / spin down) is -6.6 / -6.9 eV. The expectation value of S² is 6.02. As for the spin multiplicity: 5. As for the gap between HOMO and LUMO (spin up / spin down): 6.656 / 5.874 eV.

Structure (XYZ):
```
71
Properties=species:S:1:pos:R:3:forces:R:3
Co -0.8110 -0.4272 0.1960 -0.797 0.664 -2.063
Br -1.2630 3.9572 -5.1397 -0.011 0.042 0.016
C -1.3214 2.4032 -4.0675 -0.225 -0.125 -0.548
C -1.7222 1.1908 -4.6254 0.016 0.442 -0.217
Br -2.3033 1.1132 -6.4234 0.025 -0.035 0.035
C -1.6944 0.0336 -3.8556 0.112 -0.176 0.182
Br -2.2663 -1.6324 -4.5525 0.095 -0.063 0.113
C -1.2502 0.0619 -2.5389 0.017 1.270 -0.424
O -1.1020 -0.9831 -1.7845 0.173 -1.120 1.280
C -0.9691 1.3300 -1.9252 -0.500 -0.370 -1.610
O -0.7432 1.3236 -0.6585 0.489 -0.126 1.883
C -0.9755 2.4748 -2.7250 0.150 -0.167 0.405
Br -0.5020 4.1161 -1.9170 0.011 -0.099 0.150
C 0.2899 -3.1707 1.5354 -0.209 0.326 -0.065
P 0.8759 -1.3843 1.4162 0.747 -1.530 0.962
C 1.0796 -1.1413 3.2116 0.005 0.163 -0.015
C 2.0263 -1.8375 3.9618 -0.086 0.079 -0.084
C 2.1335 -1.6083 5.3245 0.058 -0.094 0.074
C 1.2828 -0.7187 5.9580 -0.153 0.106 -0.110
C 0.3084 -0.0551 5.2214 0.028 -0.112 0.263
C 0.2105 -0.2691 3.8604 -0.097 0.026 -0.166
C 2.5435 -1.7567 0.7716 -0.041 0.358 -0.168
C 3.7007 -1.2424 1.3451 -0.072 -0.052 -0.039
C 4.9423 -1.5940 0.8416 0.071 0.046 0.048
C 5.0427 -2.4626 -0.2332 0.023 0.024 0.061
C 3.8906 -2.9471 -0.8314 0.071 -0.058 -0.136
C 2.6479 -2.5828 -0.3443 -0.109 0.021 0.073
H 1.0473 -3.8082 1.9881 0.094 0.082 -0.010
H 0.0364 -3.5558 0.5512 -0.021 -0.066 -0.135
H -0.6082 -3.1843 2.1529 -0.021 0.031 -0.008
H 2.6848 -2.5519 3.4883 0.066 -0.006 -0.053
H 2.8840 -2.1331 5.8994 0.036 -0.045 -0.001
H 1.3663 -0.5478 7.0212 0.031 0.019 0.066
H -0.3673 0.6270 5.7173 -0.073 0.047 -0.014
H -0.5461 0.2428 3.2788 -0.035 0.107 0.047
H 3.6308 -0.5761 2.1919 0.051 0.088 0.106
H 5.8317 -1.1842 1.2973 0.086 0.002 0.046
H 6.0156 -2.7620 -0.5990 0.005 0.031 -0.052
H 3.9671 -3.6097 -1.6822 -0.049 -0.007 -0.051
H 1.7499 -2.9400 -0.8297 -0.013 -0.077 -0.085
C 2.4114 1.5577 -0.2952 -0.181 -0.028 0.604
Si 1.7677 1.5463 1.5103 0.024 0.791 -0.436
C 0.1737 2.5548 1.8312 0.360 -0.514 -0.059
C 3.0722 2.2207 2.7102 -0.244 -0.271 -0.446
C 2.7897 2.4029 4.0632 -0.136 -0.017 0.000
C 3.7023 3.0008 4.9117 0.077 0.034 0.128
C 4.9301 3.4268 4.4280 -0.009 -0.045 0.050
C 5.2380 3.2290 3.0934 0.247 0.086 0.019
C 4.3241 2.6265 2.2494 -0.091 -0.056 -0.104
H 2.3960 2.5749 -0.6836 -0.074 0.160 -0.052
H 1.7771 0.9485 -0.9377 -0.085 0.028 0.030
H 3.4267 1.1740 -0.3776 0.099 -0.048 0.130
H 0.1911 3.4512 1.2126 0.018 0.029 -0.145
H 0.1106 2.8595 2.8717 0.098 -0.002 0.207
H -0.7323 2.0087 1.5701 -0.004 0.091 -0.040
H 1.8363 2.0809 4.4571 -0.100 0.000 0.056
H 3.4571 3.1445 5.9536 -0.041 0.001 0.110
H 5.6414 3.9041 5.0878 0.023 0.021 0.025
H 6.1928 3.5560 2.7057 0.063 0.018 -0.027
H 4.5751 2.4959 1.2082 0.071 -0.011 -0.174
C -3.2819 -5.2976 0.5011 -0.073 -0.055 -0.194
N -3.2240 -3.9299 0.9634 -0.151 0.013 -0.062
C -2.8671 -2.8843 0.2031 -0.040 -0.431 -0.168
N -2.5900 -3.0439 -1.0793 -0.003 -0.471 0.362
S -2.8353 -1.3623 0.9716 -0.087 0.631 0.618
H -3.4389 -5.9578 1.3510 0.038 0.062 -0.016
H -2.3362 -5.5658 0.0245 -0.037 -0.079 0.020
H -4.1005 -5.4533 -0.2069 0.035 -0.023 -0.019
H -3.5540 -3.7100 1.8902 0.154 0.060 -0.093
H -2.6513 -3.9429 -1.5313 -0.020 0.010 0.117
H -2.1352 -2.2684 -1.5847 0.119 0.370 -0.199
```
Forces are in eV/Å.



No. 2
Computed, not measured: the molecule C3H5P, with the ωB97M-V functional and the def2-TZVPD basis.

The HOMO energy is -9.0 eV. The SMILES is CC#CP. As for the spin multiplicity: 1. As for the gap between HOMO and LUMO: 9.983 eV.

Structure (XYZ):
```
9
Properties=species:S:1:pos:R:3:forces:R:3
C 1.8668 -0.1512 0.1793 -1.239 0.950 2.668
C 0.4048 -0.0275 0.1279 -3.370 0.666 -0.300
C -0.8271 0.1354 0.1046 4.111 -1.310 0.411
P -2.5767 0.2637 0.2328 -0.184 -1.230 2.245
H 2.0985 -1.0587 0.7641 0.472 0.353 -0.806
H 2.3390 0.0736 -0.7173 0.794 -0.805 -2.071
H 2.2367 0.7321 0.7370 -0.250 -0.507 0.459
H -2.9919 -0.8526 -0.5307 0.252 -0.492 0.315
H -2.5501 0.8852 -0.8977 -0.586 2.376 -2.922
```
Forces are in eV/Å.



No. 3
Computed, not measured: the molecule C8H19BrNO6PS, with the ωB97M-V functional and the def2-TZVPD basis.

The HOMO energy is -10.2 eV. The SMILES is CCCCNO[P@](=O)(OC[C@@H](C)Br)OS(C)(=O)=O. As for the spin multiplicity: 1. As for the gap between HOMO and LUMO: 10.409 eV.

Structure (XYZ):
```
37
Properties=species:S:1:pos:R:3:forces:R:3
C 4.4142 0.8984 0.5167 0.022 -0.010 0.034
C 2.9858 0.3290 0.4270 0.011 -0.061 0.097
C 2.9375 -1.2008 0.6070 -0.028 -0.014 0.084
C 1.7403 -1.9589 -0.0076 0.042 -0.002 0.107
N 1.0324 -1.1502 -1.0006 0.061 0.065 0.032
O 0.1595 -2.0544 -1.7068 -0.089 -0.116 -0.232
P -1.3661 -1.5884 -1.6804 0.254 0.066 0.372
O -2.2252 -2.4104 -2.4993 -0.100 -0.149 -0.109
O -1.4198 -0.0599 -1.9855 0.035 -0.022 -0.235
C -1.1129 1.0350 -1.1256 0.012 0.093 0.072
C -2.2354 2.0497 -1.2037 -0.046 0.018 0.092
C -2.2542 2.9384 0.0262 0.043 0.025 0.032
Br -2.0245 3.1253 -2.8234 0.029 0.027 -0.062
O -1.6067 -1.7011 -0.0585 -0.049 0.082 0.061
S -2.9621 -1.3437 0.7302 0.251 -0.118 -0.119
C -2.2431 -0.7701 2.2417 0.083 -0.121 -0.002
O -3.6527 -2.5608 0.9653 -0.185 0.058 0.046
O -3.5753 -0.2462 0.0504 -0.143 -0.090 0.139
H 5.1550 0.1049 0.6366 -0.031 0.034 0.020
H 4.6827 1.4525 -0.3836 -0.017 -0.016 0.030
H 4.5281 1.5805 1.3598 0.010 -0.038 -0.021
H 2.5374 0.6260 -0.5211 0.026 0.010 0.039
H 2.3746 0.7842 1.2100 -0.116 0.033 -0.153
H 2.9231 -1.4033 1.6806 0.165 -0.081 -0.050
H 3.8661 -1.6400 0.2353 -0.065 0.079 -0.134
H 1.0179 -2.2330 0.7625 -0.058 0.088 -0.058
H 2.0806 -2.8923 -0.4665 0.012 0.021 0.046
H 1.6850 -0.8720 -1.7298 -0.022 -0.060 0.003
H -0.9870 0.6863 -0.0980 -0.087 0.019 -0.066
H -0.1654 1.4664 -1.4494 -0.032 0.007 0.044
H -3.1796 1.5262 -1.3360 0.131 0.131 0.012
H -2.8554 3.8309 -0.1359 -0.019 -0.056 0.009
H -2.6797 2.3810 0.8661 0.037 -0.007 -0.061
H -1.2438 3.2548 0.2986 -0.032 0.040 -0.055
H -1.3091 -0.2547 2.0308 -0.075 0.087 -0.043
H -2.0574 -1.6367 2.8726 -0.037 0.055 0.004
H -2.9649 -0.0927 2.6944 0.007 -0.078 0.026
```
Forces are in eV/Å.



No. 4
Computed, not measured: a structure of composition C29H39As3N5Pd, with the ωB97M-V functional and the def2-TZVPD basis.

The HOMO energy (spin up / spin down) is -13.1 / -15.3 eV. The expectation value of S² is 6.09. Its charge is +3. As for the spin multiplicity: 5. As for the gap between HOMO and LUMO (spin up / spin down): 4.865 / 3.436 eV.

Structure (XYZ):
```
77
Properties=species:S:1:pos:R:3:forces:R:3
Pd 10.6004 8.7930 13.8885 -1.246 0.957 0.168
C 14.6784 7.5321 13.1883 0.212 -0.251 0.575
C 15.4206 8.4171 13.9890 -0.627 -0.285 -1.558
C 14.7607 9.3150 14.7647 0.831 1.127 0.385
C 13.3844 9.2820 14.9085 -0.656 -0.926 -0.500
N 12.6687 8.5248 14.0046 -0.138 -0.055 1.221
C 13.2908 7.6210 13.2688 0.794 -0.824 -0.687
N 12.8925 9.7571 16.0763 0.725 0.599 -0.634
C 11.7745 9.3193 16.5714 -1.683 0.138 1.340
N 10.7436 8.6734 15.8659 -1.067 -0.556 1.945
C 9.8305 8.1330 16.7645 2.901 2.028 1.726
N 8.7208 7.4495 16.6052 -1.281 -0.406 -2.306
C 8.4921 6.7665 15.4674 -2.130 -0.914 -0.567
C 7.0995 6.4446 15.1772 0.244 -0.003 -0.828
C 6.8199 5.4733 14.1896 0.746 1.124 0.869
C 7.8795 4.8749 13.4855 -0.853 -0.840 -0.187
C 9.1798 5.2450 13.7836 -0.261 2.200 0.861
N 9.4299 6.2795 14.6284 1.795 -1.370 -0.096
C 10.2089 8.6046 18.1107 -1.349 -1.492 -0.998
C 9.6156 8.3567 19.3390 0.614 -0.075 0.094
C 10.3071 8.8796 20.4622 -4.042 -2.256 0.020
C 11.5066 9.5569 20.3392 3.656 2.969 -1.916
C 12.0971 9.8198 19.0748 -0.439 0.347 3.089
C 11.4194 9.3516 17.9778 0.991 -0.137 -2.429
H 15.2127 6.7839 12.5957 -0.541 0.204 0.147
H 16.4809 8.4463 13.9022 0.653 -0.069 0.118
H 15.2953 10.0908 15.2941 0.059 -0.256 0.420
H 12.6185 6.8870 12.8180 0.474 0.322 -0.328
H 6.3508 7.1440 15.6039 0.263 -1.200 0.043
H 5.8061 5.1844 14.0029 -0.395 0.020 -0.230
H 7.7111 4.1206 12.6864 -0.041 0.483 0.894
H 10.0022 4.7393 13.2866 0.178 0.390 0.124
H 8.7383 7.6925 19.3555 0.373 0.642 0.448
H 9.8136 8.7527 21.4487 0.663 0.076 -0.664
H 11.9453 10.0746 21.2035 -0.164 -0.605 -0.283
H 12.9663 10.4549 18.9732 0.115 -0.205 0.102
C 11.7372 9.5447 10.5543 -0.727 1.392 2.270
As 10.1982 8.7665 11.5874 1.174 -0.597 -1.468
C 10.3628 6.9348 10.8719 0.325 1.070 0.267
C 8.4992 9.2314 10.6663 0.592 0.130 0.462
C 7.8260 10.6144 10.9361 -0.360 -1.029 -0.655
C 6.3917 10.3818 10.2425 1.573 1.381 -0.471
C 7.6691 10.8443 12.4586 -0.912 1.733 -1.205
As 9.0198 10.6905 13.8342 1.118 0.023 0.685
C 10.0508 12.4504 14.0305 -1.827 -0.079 -0.831
C 7.8739 10.6385 15.3748 1.319 0.311 0.406
C 8.5784 11.7354 10.1991 -0.427 -0.601 -0.817
As 7.5617 13.2767 9.4640 2.298 1.343 2.357
C 9.2042 14.4232 9.0856 -1.411 -1.153 -0.923
C 7.1405 14.3255 11.1488 -1.859 -0.865 -1.197
H 12.5347 9.7567 11.3253 -0.493 -0.966 -1.024
H 11.4838 10.5721 10.2691 -0.132 -0.344 -0.561
H 11.9461 8.8763 9.7440 0.503 -0.059 -0.378
H 10.1858 7.1037 9.8056 0.142 -0.460 0.071
H 9.6065 6.2848 11.3083 0.322 -0.123 -0.061
H 11.4212 6.6682 11.0688 -0.859 -0.293 -0.241
H 7.7901 8.4066 10.8889 0.479 0.456 0.052
H 8.8013 9.1177 9.6176 -0.301 0.121 0.067
H 5.9047 9.5316 10.6539 -0.246 -0.914 0.223
H 6.5396 10.2540 9.1245 -0.290 0.137 1.318
H 5.7189 11.2132 10.4634 0.031 0.267 -0.242
H 6.9101 10.1558 12.7237 -0.637 -1.110 0.798
H 7.1267 11.8079 12.6262 0.576 -0.393 -0.089
H 9.4482 13.1424 14.7008 0.557 -0.776 -1.095
H 10.1334 12.8201 12.9590 0.210 -0.093 1.561
H 11.0032 12.2832 14.5170 0.229 -0.210 -0.249
H 7.1631 11.4564 15.3260 -0.368 -0.231 0.121
H 8.5788 10.8113 16.2215 -0.715 -0.231 -0.367
H 7.4977 9.6203 15.3980 -0.480 0.185 0.313
H 9.0864 11.3241 9.3196 -0.017 0.065 0.094
H 9.3268 12.3233 10.7464 -0.133 -0.207 0.239
H 9.8637 13.8714 8.4253 0.242 0.102 0.109
H 9.5905 14.6922 10.0579 0.134 -0.154 0.240
H 8.7960 15.2728 8.5875 0.046 0.810 -0.398
H 6.0582 14.2311 11.3583 0.630 0.261 0.107
H 7.4120 15.3379 10.9160 -0.016 0.456 -0.010
H 7.7242 13.9095 11.9519 0.334 -0.257 0.145
```
Forces are in eV/Å.



Total energy, record by record: -383434.644, -12477.961, -112546.854, -224120.141 eV
Largest force on an atom, record by record: 2.3, 4.3, 0.5, 5.1 eV/Å